Here is a cluster of 8 separate species, C61H63FN9O15S2 in total at a distorted geometry from the OMol25 dataset. Energies are from ωB97M-V with the def2-TZVPD basis set.

Structure (XYZ):
```
151
Properties=species:S:1:pos:R:3:forces:R:3:lowdin_charge:R:1
F 0.60068 -1.74909 1.33413 0.071 0.071 0.001 0.000
C 1.36033 -0.53962 1.24209 0.023 -0.360 0.069 -0.407
C 2.62116 -0.84417 0.44369 -0.099 0.188 0.151 -0.085
C 3.96653 -0.43984 1.04655 0.338 0.122 -0.419 -0.228
C 4.32054 1.06157 0.96331 -0.077 -0.372 0.029 -0.436
S 4.44769 1.80211 2.61938 0.152 0.162 0.195 0.923
C 3.63129 3.38370 2.41007 -0.435 0.073 0.560 -1.035
S 2.08570 3.42431 1.82286 -0.049 0.118 -0.195 0.708
N 4.28123 4.47535 2.87589 0.945 -0.242 -1.164 -0.144
C 3.96075 5.76592 2.21915 -0.300 0.476 0.492 -0.155
C 4.55464 5.77102 0.82202 -0.066 -0.025 -0.043 -0.179
O 5.96928 5.71684 0.92008 0.002 -0.065 -0.060 -0.116
C 6.37137 4.52262 1.56824 -0.072 0.087 -0.045 -0.179
C 5.76643 4.43896 2.96388 0.057 0.267 0.300 -0.155
C 1.50455 -0.12984 2.68756 -0.179 0.201 0.661 -0.046
N 0.05856 0.11167 3.03928 0.383 0.813 -0.021 0.127
C -0.49961 0.88496 1.84681 -0.823 0.310 -0.675 -0.214
C -2.00580 0.63868 1.67115 -0.021 -0.231 0.500 -0.090
C -2.79166 1.90563 1.45303 0.022 -0.071 -0.228 -0.233
C -3.06795 2.33064 0.15826 0.220 -0.024 0.251 -0.042
C -3.81933 3.47340 -0.04935 -0.061 0.218 -0.119 -0.059
C -4.28959 4.21312 1.02537 0.043 -0.095 0.011 -0.075
C -3.99288 3.80433 2.32054 -0.142 0.154 -0.099 -0.086
C -3.25494 2.65357 2.52975 0.053 -0.039 0.058 -0.045
C 0.39597 0.49083 0.67617 0.552 -0.537 -0.323 -0.046
H 2.63244 -1.92281 0.29295 -0.045 -0.015 -0.046 0.134
H 2.51436 -0.37974 -0.53864 0.061 -0.118 -0.079 0.134
H 4.09797 -0.80927 2.06523 -0.098 -0.048 0.028 0.101
H 4.71451 -0.96158 0.44593 -0.001 -0.100 0.088 0.100
H 5.30664 1.17230 0.51510 -0.032 0.074 -0.054 0.061
H 3.60281 1.60174 0.34903 -0.059 0.160 0.168 0.064
H 2.90357 6.01017 2.26815 -0.064 -0.323 -0.180 0.099
H 4.48843 6.54218 2.77402 -0.092 -0.040 0.144 0.131
H 4.18732 4.92179 0.23284 -0.050 -0.004 0.030 0.117
H 4.28006 6.68616 0.30110 0.149 0.057 0.010 0.137
H 7.45726 4.54171 1.64030 0.019 0.003 -0.062 0.136
H 6.05958 3.66476 0.95766 0.060 -0.101 0.071 0.114
H 6.06246 5.34491 3.49302 -0.049 -0.055 0.118 0.131
H 6.13426 3.59969 3.54271 -0.118 -0.160 -0.127 0.094
H 1.98974 0.83364 2.84164 0.135 0.006 -0.413 0.066
H 1.97438 -0.83980 3.36404 -0.216 -0.295 -0.115 0.145
H -0.02443 0.72997 3.84324 -0.024 -0.275 0.230 0.186
H -0.46173 -0.74754 3.21034 0.019 -0.112 -0.163 0.174
H -0.39535 1.94774 2.06143 0.394 -0.116 0.317 0.119
H -2.39130 0.16836 2.58447 -0.036 -0.034 -0.025 0.131
H -2.18601 -0.06150 0.86009 0.039 0.019 -0.006 0.079
H -2.68587 1.74793 -0.66803 -0.109 0.047 -0.116 0.104
H -4.04103 3.80260 -1.05611 0.000 -0.044 -0.035 0.108
H -4.87886 5.10192 0.84869 0.022 0.009 0.079 0.099
H -4.35263 4.37629 3.16520 -0.028 0.019 -0.017 0.103
H -3.06312 2.33519 3.54976 0.014 -0.098 -0.015 0.112
H -0.12434 0.01474 -0.15495 -0.230 0.120 0.043 0.138
H 0.99103 1.30720 0.27088 -0.197 0.248 0.177 0.097
C -1.93652 -4.89244 -1.39962 0.024 0.223 0.093 -0.052
C -2.63931 -4.54619 -2.54622 0.045 -0.016 0.018 -0.047
C -3.29050 -3.32618 -2.62408 -0.007 -0.055 -0.105 0.010
C -3.22436 -2.47381 -1.53656 0.028 -0.031 -0.004 -0.140
C -2.53896 -2.80193 -0.38031 0.084 0.013 0.089 0.004
C -1.88628 -4.01988 -0.31815 0.019 -0.085 -0.052 -0.041
N -3.88015 -1.16611 -1.62048 0.127 -0.119 -0.044 -0.305
O -4.47366 -0.88188 -2.64024 -0.067 -0.018 -0.132 0.069
O -3.78350 -0.41216 -0.66810 0.015 -0.113 0.008 0.036
H -1.42748 -5.84175 -1.34783 -0.045 -0.057 0.013 0.083
H -2.67677 -5.23045 -3.38178 -0.023 -0.032 0.010 0.106
H -3.83675 -3.04260 -3.51097 -0.018 0.061 0.020 0.121
H -2.51215 -2.12051 0.45550 -0.067 0.008 -0.007 0.102
H -1.34465 -4.29113 0.57805 -0.032 -0.006 0.023 0.090
C -0.29087 7.93819 5.34215 -0.019 0.000 -0.021 -0.072
C -1.00152 9.11878 5.17166 0.031 -0.054 0.001 -0.061
C -2.12555 9.14345 4.36140 0.022 0.105 0.059 0.003
C -2.51649 7.97296 3.74002 0.038 -0.002 0.034 -0.140
C -1.82332 6.78624 3.88985 0.060 -0.119 -0.005 -0.001
C -0.69890 6.77629 4.69932 0.011 0.060 0.023 -0.069
N -3.71851 7.98812 2.88668 0.059 -0.012 -0.026 -0.340
O -4.28950 9.04385 2.73235 -0.038 0.053 0.000 0.097
O -4.05769 6.93346 2.38525 -0.052 0.033 0.008 0.061
H 0.58367 7.92395 5.97895 0.007 0.003 0.005 0.106
H -0.68240 10.02269 5.67132 -0.001 0.011 0.003 0.110
H -2.68909 10.05273 4.21676 -0.054 -0.030 -0.037 0.122
H -2.15473 5.89259 3.38085 -0.059 0.032 -0.033 0.105
H -0.14085 5.85885 4.82969 0.003 -0.013 -0.005 0.102
C -3.18932 1.49993 -6.96196 0.028 -0.015 0.017 -0.061
C -3.48173 1.12600 -5.65653 0.042 0.014 -0.107 -0.054
C -2.47012 0.67414 -4.82643 -0.150 -0.023 0.127 -0.004
C -1.18277 0.60953 -5.32105 0.004 -0.006 0.052 -0.146
C -0.86712 0.96959 -6.61783 0.057 0.036 -0.111 -0.001
C -1.88722 1.41785 -7.44136 -0.059 0.000 0.039 -0.060
N -0.11012 0.15491 -4.41809 -0.034 0.034 -0.022 -0.351
O -0.41938 -0.16224 -3.28303 0.002 -0.010 0.082 0.051
O 1.02292 0.13239 -4.84823 0.061 -0.013 -0.013 0.081
H -3.97901 1.85558 -7.61005 -0.003 -0.002 -0.009 0.110
H -4.49483 1.18308 -5.28342 -0.005 -0.011 0.011 0.109
H -2.67927 0.37087 -3.81275 0.015 0.016 0.008 0.094
H 0.14980 0.90405 -6.97386 0.025 -0.021 0.056 0.120
H -1.66446 1.70640 -8.45902 0.004 -0.001 -0.010 0.110
C 3.22188 -5.35855 5.89642 -0.014 -0.006 -0.019 -0.064
C 2.44095 -4.22717 5.69606 0.030 -0.031 -0.011 -0.069
C 1.35573 -4.27521 4.83679 0.054 0.109 0.055 -0.017
C 1.07165 -5.46575 4.19472 -0.004 -0.006 0.034 -0.146
C 1.83571 -6.60265 4.37581 0.058 -0.106 0.007 0.006
C 2.92108 -6.54148 5.23553 0.008 0.061 0.025 -0.054
N -0.09173 -5.53161 3.29331 -0.013 -0.047 -0.067 -0.346
O -0.74078 -4.51534 3.12287 0.037 0.171 0.033 0.052
O -0.33561 -6.59372 2.76750 0.003 -0.035 -0.050 0.096
H 4.06524 -5.31866 6.57241 0.007 0.002 0.002 0.111
H 2.67616 -3.30807 6.21543 -0.003 0.004 0.015 0.105
H 0.73487 -3.40848 4.66984 -0.074 -0.043 -0.023 0.103
H 1.58644 -7.51601 3.85744 -0.063 0.022 -0.024 0.123
H 3.52961 -7.42098 5.39171 0.001 -0.012 -0.001 0.113
C 2.20918 -9.19438 -4.33697 -0.024 0.001 0.007 -0.067
C 1.83049 -8.04380 -3.65767 0.013 -0.050 -0.027 -0.062
C 0.51474 -7.87339 -3.25958 0.062 0.091 0.027 -0.001
C -0.39909 -8.86894 -3.55158 0.043 -0.011 -0.002 -0.143
C -0.04634 -10.01992 -4.23096 0.026 -0.108 -0.056 0.001
C 1.27241 -10.17793 -4.62511 0.036 0.050 0.018 -0.060
N -1.79870 -8.70657 -3.12141 -0.037 0.008 -0.003 -0.336
O -2.09922 -7.67994 -2.53723 0.056 -0.048 -0.067 0.049
O -2.57316 -9.60104 -3.37202 -0.044 -0.051 -0.018 0.099
H 3.23849 -9.32481 -4.64277 0.006 0.003 -0.009 0.109
H 2.56062 -7.27772 -3.43634 0.002 0.013 -0.002 0.109
H 0.20755 -6.98248 -2.73345 -0.066 -0.020 0.009 0.107
H -0.78637 -10.77565 -4.44570 -0.053 0.030 0.036 0.121
H 1.56819 -11.07163 -5.15642 -0.002 -0.010 -0.005 0.110
C -8.57387 0.91435 -2.12992 -0.005 -0.033 0.101 -0.065
C -9.55900 0.92214 -1.14908 0.059 -0.008 -0.032 -0.064
C -9.23978 0.61429 0.16456 -0.122 0.038 -0.015 -0.002
C -7.92696 0.30443 0.46808 -0.012 0.007 -0.038 -0.142
C -6.93380 0.28122 -0.49033 0.133 -0.002 -0.112 -0.001
C -7.26499 0.58765 -1.79986 -0.114 0.119 -0.029 -0.061
N -7.56367 0.00152 1.86421 0.001 -0.003 -0.019 -0.352
O -8.44827 0.00998 2.69323 -0.042 0.004 0.040 0.082
O -6.39515 -0.23531 2.10418 0.054 -0.015 0.016 0.065
H -8.82897 1.16269 -3.15161 -0.009 -0.005 -0.007 0.106
H -10.57903 1.17295 -1.40515 -0.012 -0.003 0.002 0.108
H -9.99370 0.61950 0.93712 0.043 -0.011 0.052 0.120
H -5.91638 0.03816 -0.22812 -0.036 0.049 0.121 0.086
H -6.48785 0.58275 -2.54983 -0.009 -0.032 -0.032 0.088
C 7.78051 1.49024 -3.94033 -0.012 -0.018 0.006 -0.065
C 7.25436 0.68470 -4.94096 0.018 0.029 0.053 -0.056
C 6.63770 -0.51395 -4.61869 -0.006 0.026 -0.121 0.004
C 6.55877 -0.87848 -3.28832 0.012 0.035 -0.002 -0.148
C 7.08020 -0.09537 -2.27463 0.031 0.072 0.095 -0.014
C 7.69675 1.09883 -2.60993 -0.018 0.012 -0.057 -0.067
N 5.88785 -2.14298 -2.93814 -0.016 0.025 -0.008 -0.351
O 5.46421 -2.82697 -3.84182 -0.006 -0.048 -0.045 0.092
O 5.79134 -2.42252 -1.75711 -0.038 0.031 0.130 0.056
H 8.25937 2.42534 -4.19762 0.011 0.003 -0.003 0.110
H 7.32286 0.98924 -5.97578 0.002 -0.003 -0.012 0.112
H 6.22449 -1.15178 -5.38518 -0.030 -0.046 0.045 0.122
H 7.01082 -0.41786 -1.24651 -0.016 -0.074 -0.016 0.110
H 8.11466 1.72444 -1.83300 0.014 -0.001 0.006 0.106
```
Positions in Å, forces in eV/Å.

Values from the calculation:
total charge: +1
HOMO: -0.4034 hartree
gap between HOMO and LUMO: 0.3107 Eh